# 1
The following is a DFT calculation (ωB97M-V/def2-TZVPD) of the ion C4H7N4O4 with charge +1 at a distorted geometry.

## Properties
SMILES	COC(=O)C1=N[NH2+]CN1[N+](=O)[O-]
energy above the lowest of the compared OMol25 structures with the same formula, charge and spin	77.8	kcal/mol
electronic energy	-18397.3633	eV
HOMO level	-15.139	eV
frontier orbital gap	10.5	eV
largest force on an atom	0.1009	hartree/bohr
charge	+1

Geometry (Å):
1 C 3.27464 0.73069 -0.39281
2 O 1.97797 0.22176 -0.50094
3 C 1.55041 -0.28456 0.62895
4 O 2.07168 -0.47009 1.65203
5 C 0.03776 -0.74982 0.37407
6 N -0.62529 -1.75692 0.64946
7 N -1.99458 -1.71388 0.31825
8 C -2.27044 -0.38026 -0.37735
9 N -1.00160 0.33091 -0.41728
10 N -1.01218 1.70466 -0.19916
11 O 0.06078 2.21711 -0.17042
12 O -2.10328 2.17485 0.01562
13 H 3.69567 0.44279 -1.47867
14 H 3.80289 0.13872 0.38486
15 H 3.19256 1.83296 -0.26016
16 H -2.58740 -1.74671 1.26937
17 H -2.12980 -2.50216 -0.22538
18 H -3.08167 0.27213 0.08256
19 H -2.85811 -0.46218 -1.35298


# 2
The following is a DFT calculation (ωB97M-V/def2-TZVPD) of a structure of composition C36H99CrN9O13S at a distorted geometry.

## Properties
energy above the lowest of the compared OMol25 structures with the same formula, charge and spin	67.3	kcal/mol
2S+1	5
electronic energy	-118216.6800	eV
HOMO level (spin up / spin down)	-7.820 / -7.821	eV
frontier orbital gap (spin up / spin down)	6.9 / 6.6	eV
largest force on an atom	0.0963	hartree/bohr
charge	0

Geometry (Å):
1 Cr 0.07097 1.75146 -1.85338
2 S -0.81767 0.31242 0.32176
3 O -0.18832 -0.89050 0.80875
4 O -1.99678 0.61968 1.09270
5 O 0.08970 1.45243 0.26396
6 O -1.16164 0.30552 -1.08985
7 C -1.16830 -3.35227 -2.08664
8 C -0.03709 -3.66893 -1.09758
9 C 0.75950 -4.93880 -1.42060
10 O -0.03690 -6.11115 -1.39439
11 C 0.75552 -7.30159 -1.42636
12 N 0.83997 -2.53863 -1.05724
13 H -1.86592 -4.18427 -2.18252
14 H -0.66348 -3.22262 -3.04395
15 H -1.74276 -2.43714 -1.94295
16 H -0.50666 -3.73345 -0.11603
17 H 1.49623 -4.95114 -0.61737
18 H 1.45472 -4.85555 -2.25597
19 H 0.21537 -8.23253 -1.25403
20 H 1.50673 -7.29158 -0.63662
21 H 1.38129 -7.38938 -2.31450
22 H 0.33098 -1.80791 -0.58070
23 H 1.46995 -2.83927 -0.32729
24 C -3.72575 -3.68078 0.22585
25 C -3.80580 -2.20757 0.53294
26 C -5.16319 -1.67325 1.03360
27 O -6.04740 -1.47143 -0.11717
28 C -7.41455 -1.32860 0.14755
29 N -2.75527 -1.94177 1.46543
30 H -2.73883 -3.96518 -0.13911
31 H -4.42250 -3.76695 -0.60794
32 H -4.10993 -4.27975 1.05154
33 H -3.51418 -1.66854 -0.36844
34 H -5.03315 -0.71682 1.53998
35 H -5.50789 -2.39641 1.77273
36 H -7.98325 -1.11458 -0.75737
37 H -7.42907 -0.43858 0.77665
38 H -7.78432 -2.18260 0.71503
39 H -1.86785 -2.26797 1.11021
40 H -2.61554 -0.94209 1.50037
41 C -1.77285 5.93947 0.72573
42 C -1.34817 4.54442 1.24097
43 C -1.14583 4.54265 2.80591
44 O 0.22206 5.06213 3.01620
45 C 0.51282 5.15516 4.39663
46 N -2.37730 3.55436 0.89719
47 H -2.75060 6.13883 1.16434
48 H -1.87743 5.96178 -0.35901
49 H -1.13959 6.76016 1.06271
50 H -0.46943 4.21320 0.68761
51 H -1.18018 3.52231 3.18780
52 H -1.87696 5.18005 3.30317
53 H -0.20267 5.83292 4.86227
54 H 1.50377 5.58748 4.53525
55 H 0.46589 4.13139 4.76783
56 H -2.08055 2.67598 1.29779
57 H -2.16038 3.55837 -0.08924
58 C 1.82948 0.93828 -4.93153
59 C 1.17063 -0.17285 -4.10995
60 C 1.82720 -1.56039 -4.31571
61 O 1.34858 -2.01417 -5.54201
62 C 1.59548 -3.38364 -5.71796
63 N 1.34704 0.21170 -2.69677
64 H 2.90226 0.81557 -5.08050
65 H 1.64462 1.94922 -4.56832
66 H 1.47456 0.92098 -5.96199
67 H 0.09850 -0.26915 -4.28130
68 H 1.69983 -2.28330 -3.50993
69 H 2.91399 -1.47756 -4.30459
70 H 2.64925 -3.61201 -5.55823
71 H 1.44261 -3.69248 -6.75205
72 H 0.99720 -4.00830 -5.05467
73 H 2.35577 0.25108 -2.66492
74 H 1.20724 -0.61077 -2.12747
75 C 1.15350 5.35367 -1.69202
76 C 1.84218 4.11904 -2.38272
77 C 3.29163 4.56054 -2.80931
78 O 4.03647 3.48163 -3.34429
79 C 5.24980 3.86324 -3.97894
80 N 1.86681 2.93018 -1.54181
81 H 0.11421 5.21168 -1.39570
82 H 1.10775 6.21809 -2.35443
83 H 1.62775 5.78238 -0.80918
84 H 1.37597 3.84923 -3.33033
85 H 3.83269 4.78224 -1.88941
86 H 3.30483 5.32320 -3.58794
87 H 6.10821 3.95771 -3.31387
88 H 5.20737 4.83624 -4.46841
89 H 5.57995 3.04599 -4.62019
90 H 2.77268 2.51396 -1.70393
91 H 1.97179 3.20404 -0.57534
92 C 0.60172 -3.66445 2.65323
93 C 1.97563 -2.98195 2.78249
94 C 3.15791 -3.91257 3.00440
95 O 2.88391 -4.63936 4.21333
96 C 3.79172 -5.71454 4.33927
97 N 2.24106 -2.30444 1.52596
98 H -0.21853 -2.98427 2.42376
99 H 0.43113 -4.24494 3.55989
100 H 0.76872 -4.36703 1.83678
101 H 1.89516 -2.30659 3.63426
102 H 4.13528 -3.48276 3.22372
103 H 3.31613 -4.63055 2.19968
104 H 4.78985 -5.31930 4.52803
105 H 3.79702 -6.43329 3.51983
106 H 3.40897 -6.28423 5.18606
107 H 1.41907 -1.72487 1.43365
108 H 3.01074 -1.65494 1.60232
109 C -2.10392 0.80207 -6.46100
110 C -3.15085 -0.00264 -5.60481
111 C -2.61444 -0.79603 -4.36837
112 O -3.64099 -1.44152 -3.55594
113 C -4.02076 -2.69209 -4.09831
114 N -4.10504 0.94569 -5.13977
115 H -1.61397 1.56319 -5.85376
116 H -2.56299 1.37936 -7.26356
117 H -1.35776 0.10728 -6.84653
118 H -3.70880 -0.71086 -6.21735
119 H -2.07405 -0.06897 -3.76218
120 H -1.83086 -1.51087 -4.61959
121 H -4.63136 -2.53446 -4.98736
122 H -4.68445 -3.23178 -3.42277
123 H -3.09004 -3.22688 -4.28766
124 H -3.62102 1.42425 -4.39357
125 H -4.74900 0.39798 -4.58710
126 C -3.00582 0.77640 6.07406
127 C -2.30157 1.30009 4.87415
128 C -0.87727 0.68516 4.68570
129 O -0.01531 0.89638 5.82224
130 C 1.19550 0.28230 5.77033
131 N -3.12017 1.21114 3.68596
132 H -2.21930 0.77467 6.82870
133 H -3.40085 -0.21474 5.85117
134 H -3.82695 1.37983 6.46097
135 H -2.05694 2.35610 4.98858
136 H -0.36965 1.12194 3.82567
137 H -1.01728 -0.38436 4.52883
138 H 1.14958 -0.34859 6.65801
139 H 2.01712 0.95431 6.01823
140 H 1.51690 -0.31149 4.91463
141 H -3.63877 0.34889 3.77364
142 H -2.58627 1.12682 2.83277
143 C 3.80463 3.92877 2.63812
144 C 3.09793 2.73355 1.97401
145 C 2.46809 1.75401 3.01661
146 O 3.49453 1.24142 3.86096
147 C 4.40613 0.34885 3.25992
148 N 1.95422 3.22789 1.24372
149 H 3.21411 4.61912 3.24046
150 H 4.26237 4.60968 1.92053
151 H 4.52300 3.63057 3.40174
152 H 3.67684 2.28232 1.16818
153 H 1.87860 0.96664 2.54687
154 H 1.72921 2.25345 3.64327
155 H 5.05852 0.77755 2.49918
156 H 3.86614 -0.44518 2.74414
157 H 5.03791 -0.16897 3.98159
158 H 1.21124 2.57347 1.04420
159 H 1.49097 3.91016 1.82682


# 3
The following is a DFT calculation (ωB97M-V/def2-TZVPD) of a structure of composition F4InN4O14S4 at a distorted geometry.

## Properties
energy above the lowest of the compared OMol25 structures with the same formula, charge and spin	41.8	kcal/mol
electronic energy	-93996.8834	eV
HOMO level	-8.496	eV
frontier orbital gap	3.6	eV
largest force on an atom	0.1307	hartree/bohr
charge	-1

Geometry (Å):
1 In 0.60861 0.70806 -0.07214
2 N -0.74694 -0.18808 2.20203
3 S -1.26966 -1.65156 2.43277
4 O -2.67592 -1.93625 2.26594
5 O -0.55247 -2.27684 3.49747
6 F -0.70850 -2.32104 1.04640
7 S -1.71715 0.49324 3.38671
8 O -1.49006 0.08583 4.73839
9 O -3.05368 0.85910 3.00983
10 F -0.99791 1.92489 3.40773
11 N -0.46209 -1.21864 -1.86714
12 S 0.26231 -2.14424 -3.08134
13 O -0.35712 -2.17480 -4.37536
14 O 1.02581 -3.25618 -2.59893
15 F 1.42222 -1.07044 -3.39456
16 S -1.91158 -1.80818 -2.00514
17 O -2.05383 -3.22056 -1.75983
18 O -2.71552 -1.26484 -3.06973
19 F -2.41165 -1.13684 -0.63954
20 N 1.02762 3.98472 -2.06064
21 O 1.47401 3.19150 -1.19666
22 O -0.18179 4.08683 -2.28059
23 O 1.80234 4.74511 -2.63180
24 N 3.94706 1.39916 1.26996
25 O 4.86296 1.68839 2.00575
26 O 4.11842 0.98009 0.11717
27 O 2.75452 1.52157 1.65325


# 4
The following is a DFT calculation (ωB97M-V/def2-TZVPD) of a structure of composition C22H29N2O10Pb at a distorted geometry.

## Properties
electronic energy	-51987.6093	eV
HOMO level	-3.521	eV
frontier orbital gap	2.4	eV
largest force on an atom	0.0341	hartree/bohr
charge	-1

Geometry (Å):
1 Pb -2.58942 -1.23750 0.77360
2 C 0.79895 -2.24143 0.94636
3 N 1.36767 -1.00836 0.42030
4 C 1.57710 -0.95255 -0.90460
5 C 2.07878 0.18174 -1.46030
6 C 2.58597 1.19400 -0.63495
7 C 2.29465 1.12380 0.73441
8 C 1.72172 -0.00845 1.24057
9 C 3.42344 2.23146 -1.18346
10 C 3.35383 2.61681 -2.53574
11 C 4.16925 3.59046 -3.02219
12 N 5.08145 4.20119 -2.22627
13 C 5.19717 3.82449 -0.92908
14 C 4.42069 2.84779 -0.39765
15 C 5.99541 5.21863 -2.76006
16 H -0.10667 -2.31709 0.38584
17 H 0.55794 -2.22004 2.00286
18 H 1.47926 -3.07351 0.77382
19 H 1.13456 -1.77481 -1.45494
20 H 2.26422 0.21457 -2.52347
21 H 2.64951 1.88045 1.42009
22 H 1.54599 -0.18522 2.28784
23 H 2.69129 2.16713 -3.26051
24 H 4.09789 3.92495 -4.04598
25 H 5.93708 4.35276 -0.34471
26 H 4.59854 2.54868 0.62340
27 H 5.90338 5.24144 -3.84326
28 H 7.02036 4.97759 -2.50016
29 H 5.65716 6.19198 -2.40572
30 C -6.64639 -1.09214 2.52855
31 C -5.26115 -1.29618 1.93825
32 O -4.37782 -1.95016 2.52307
33 O -5.09516 -0.77986 0.79581
34 H -7.41260 -1.10850 1.76156
35 H -6.62510 -0.06815 2.92224
36 H -6.84292 -1.74067 3.38048
37 C -0.91548 1.79663 -2.23649
38 C -1.46741 0.67830 -1.35866
39 O -2.64708 0.73730 -0.96736
40 O -0.61549 -0.20732 -1.01198
41 H -0.62904 1.41914 -3.21976
42 H 0.01310 2.17196 -1.79026
43 H -1.60176 2.63872 -2.30058
44 C -0.81220 1.91216 3.61065
45 C -1.44982 0.87193 2.70496
46 O -0.69123 -0.05694 2.26191
47 O -2.64190 0.99837 2.39735
48 H 0.21749 2.12455 3.31270
49 H -0.77267 1.63377 4.66681
50 H -1.41199 2.82275 3.57645
51 C -2.49408 -2.70318 -3.46389
52 C -2.13365 -3.06479 -2.02297
53 O -0.99338 -3.50114 -1.81154
54 O -3.00272 -2.73094 -1.14497
55 H -3.56721 -2.54643 -3.60572
56 H -2.32207 -3.53302 -4.16233
57 H -1.90815 -1.84110 -3.77630
58 C -2.07992 -5.26526 3.31960
59 C -1.48138 -4.71348 2.01662
60 O -0.67856 -5.43904 1.40880
61 O -1.88014 -3.56081 1.67660
62 H -1.67457 -6.25945 3.49327
63 H -3.16882 -5.26382 3.25297
64 H -1.83592 -4.59419 4.14812


The lowest largest force on an atom belongs to which entry?
C22H29N2O10Pb


Look up the largest force on an atom of the first one.
0.1009 hartree/bohr


Which of these has the highest largest force on an atom?
F4InN4O14S4


The lowest largest force on an atom belongs to which entry?
C22H29N2O10Pb